Computed, not measured: C3H8N2O2 in the gas phase in a non-equilibrium geometry, with the ωB97M-V functional and the def2-TZVPD basis.

```
15
Properties=species:S:1:pos:R:3:forces:R:3
N 1.43447 1.24710 0.88039 -0.5 -0.4 -0.2
C 0.80488 0.15649 1.31823 -1.5 -4.3 5.1
O 0.50519 -0.05196 2.58268 1.6 1.3 -4.8
N 0.59446 -0.98074 0.45543 1.3 0.7 1.7
C 0.10596 -0.85283 -0.87942 -0.9 -0.7 0.6
C -1.27420 -0.29274 -0.84864 -1.3 1.8 -1.0
O -1.12633 1.17193 -0.98402 -0.2 -1.2 0.2
H 1.43926 1.36666 -0.12412 0.6 0.7 0.5
H 1.86342 1.77540 1.63590 -0.3 0.3 -0.9
H 0.61015 -1.90463 0.93915 -0.4 1.7 -0.5
H -0.11610 -1.87798 -1.25203 1.4 0.6 -0.4
H 0.71912 -0.11934 -1.41882 0.1 -0.9 -0.8
H -1.88663 -0.68534 -1.69909 0.3 0.4 0.6
H -1.73276 -0.55765 0.10634 -0.2 0.1 -0.1
H -1.94089 1.60563 -0.71199 0.0 -0.1 0.0
```
Positions in Å, forces in eV/Å.

- HOMO level (eV) = -8.94
- electronic energy (eV) = -10315.21865
- SMILES string = NC(=O)NCCO
- spin multiplicity = 1
- relative energy (zero: lowest compared OMol25 entry of this formula, charge and spin) (eV) = 1.7336
- strongest force on any atom (eV/A) = 6.8
- lowest unoccupied orbital energy (eV) = 0.78
- net charge = 0